(1)
{"formula": "C4H5NO", "method": "ωB97M-V/def2-TZVPD", "e_tot_ev": -7762.589, "e_above_lowest_ev": 3.937, "multiplicity": 1, "lumo_ha": 0.017, "smiles": "C=NC(=C)C=O", "elements": ["C", "N", "C", "C", "C", "O", "H", "H", "H", "H", "H"], "xyz": [[-0.9421, 0.6396, -1.5259], [-0.2691, 1.0819, -0.5385], [0.2611, 0.1229, 0.7395], [-0.2103, -0.2381, 1.9070], [1.1310, -0.4793, -0.2571], [1.1584, -1.6788, -0.5474], [-0.9073, -0.4121, -1.8557], [-1.3653, 1.3670, -2.2309], [-1.1470, 0.1760, 2.2688], [0.3860, -0.8569, 2.5726], [1.9045, 0.2777, -0.5324]], "mulliken_charge": [-0.181, -0.437, 0.436, -0.644, -0.003, -0.502, 0.242, 0.267, 0.253, 0.251, 0.318]}

=====

(2)
{"formula": "CH21MnO13", "method": "ωB97M-V/def2-TZVPD", "e_tot_ev": -59307.258, "e_above_lowest_ev": 4.830, "multiplicity": 6, "lumo_ha": [-0.265, -0.268], "total_charge": 1, "elements": ["O", "H", "H", "H", "Mn", "C", "O", "O", "O", "O", "H", "H", "O", "H", "H", "O", "H", "H", "O", "H", "H", "O", "H", "H", "O", "H", "H", "O", "H", "H", "O", "H", "H", "O", "H", "H"], "xyz": [[-1.1680, 14.0818, -8.2664], [-1.8918, 14.2926, -8.8934], [-1.5328, 13.3898, -7.5786], [-0.9653, 14.9335, -7.8352], [-2.8293, 13.6424, -4.9219], [-2.3240, 11.2461, -6.0202], [-2.1159, 10.1620, -6.5289], [-2.3116, 12.3903, -6.6770], [-2.6252, 11.5687, -4.7819], [-4.9586, 13.3467, -5.4023], [-5.7035, 13.8025, -5.8209], [-5.3408, 12.5527, -4.9912], [-3.9316, 8.2982, -3.7035], [-3.4739, 9.0748, -4.0331], [-4.6628, 8.6488, -3.1888], [0.4112, 9.5492, -4.6781], [-0.4948, 9.5365, -5.0031], [0.3889, 10.0581, -3.8573], [0.3933, 11.7055, -7.5192], [0.7080, 10.7927, -7.5370], [-0.5588, 11.6284, -7.6104], [-2.5035, 7.2297, -6.0095], [-2.3240, 8.1483, -6.2559], [-2.9859, 7.2145, -5.1670], [-5.4263, 11.2994, -7.4637], [-4.8514, 10.9801, -8.1809], [-4.9296, 11.9760, -7.0041], [-3.2206, 10.6278, -9.1436], [-2.7292, 10.6076, -8.3039], [-2.8553, 11.3660, -9.6386], [-0.5181, 8.6315, -8.4440], [0.2455, 8.1871, -8.0597], [-1.0313, 8.9389, -7.6896], [-0.2701, 11.6762, -2.7112], [-0.1629, 12.5926, -2.4366], [-0.6345, 11.7242, -3.6050]], "mulliken_charge": [-0.387, 0.462, 0.535, 0.419, 0.943, 0.924, -0.143, -0.823, -0.927, -0.555, 0.300, 0.359, -0.676, 0.296, 0.295, -0.630, 0.287, 0.350, -0.665, 0.337, 0.341, -0.643, 0.279, 0.396, -0.659, 0.448, 0.253, -0.693, 0.386, 0.300, -0.607, 0.340, 0.252, -0.648, 0.280, 0.278]}

=====

(3)
{"formula": "C5H12Si2", "method": "ωB97M-V/def2-TZVPD", "e_tot_ev": -21132.489, "e_above_lowest_ev": 1.794, "multiplicity": 1, "lumo_ha": 0.029, "elements": ["C", "C", "C", "C", "C", "Si", "Si", "H", "H", "H", "H", "H", "H", "H", "H", "H", "H", "H", "H"], "xyz": [[-1.9375, -0.9747, -0.3397], [-0.7318, -1.1017, -0.8629], [-0.6190, 1.3615, 0.5610], [1.4267, 0.6786, -1.8676], [1.9477, -0.9458, 1.5421], [-2.1596, 0.3881, 0.9932], [0.5434, 0.1964, -0.2788], [-2.7218, -1.6964, -0.6693], [-0.4723, -1.7241, -1.8040], [-0.8057, 2.1870, -0.2249], [-0.1471, 1.8520, 1.3560], [0.5889, 0.6363, -2.7406], [1.9680, 1.5961, -1.8640], [2.1420, -0.1458, -2.2699], [1.2225, -1.4463, 2.0925], [2.6236, -1.5759, 1.0424], [2.5410, -0.2662, 2.0908], [-3.5130, 1.1804, 0.9068], [-1.8962, -0.1996, 2.3369]], "mulliken_charge": [-0.440, -0.323, -0.708, -0.968, -1.179, 0.316, 0.235, 0.363, 0.320, 0.293, 0.401, 0.271, 0.356, 0.268, 0.332, 0.340, 0.356, -0.130, -0.105]}

=====

(4)
{"formula": "C15H26N2O3", "method": "ωB97M-V/def2-TZVPD", "e_tot_ev": -25100.057, "e_above_lowest_ev": 0.947, "multiplicity": 1, "lumo_ha": 0.023, "smiles": "CC(=O)OCCCCC[C@H]1CNC(=O)C1.CCCC#N", "elements": ["C", "C", "O", "O", "C", "C", "C", "C", "C", "C", "C", "N", "C", "O", "C", "H", "H", "H", "H", "H", "H", "H", "H", "H", "H", "H", "H", "H", "H", "H", "H", "H", "H", "H", "C", "C", "C", "C", "N", "H", "H", "H", "H", "H", "H", "H"], "xyz": [[-2.0226, -0.2558, 3.4927], [-1.0620, 0.1847, 2.4215], [-0.5886, 1.2792, 2.3251], [-0.7331, -0.8233, 1.5463], [-1.4075, -0.7852, 0.2652], [-0.3846, -0.9325, -0.8427], [0.6471, 0.1855, -0.8610], [0.1073, 1.5204, -1.3621], [1.2091, 2.5648, -1.5105], [0.8253, 3.8241, -2.2925], [0.6689, 3.5450, -3.8106], [-0.7565, 3.7341, -4.0794], [-1.3347, 4.5576, -3.1417], [-2.3446, 5.2012, -3.3027], [-0.5064, 4.4815, -1.8799], [-2.4930, 0.6109, 3.9469], [-1.4585, -0.7922, 4.2575], [-2.7650, -0.9412, 3.0906], [-1.9384, 0.1661, 0.1739], [-2.1337, -1.5984, 0.2446], [-0.9431, -0.9530, -1.7844], [0.0977, -1.9062, -0.7448], [1.4969, -0.1195, -1.4781], [1.0326, 0.3292, 0.1529], [-0.6452, 1.8840, -0.6581], [-0.4030, 1.3796, -2.3235], [1.5847, 2.8411, -0.5212], [2.0498, 2.0974, -2.0350], [1.6249, 4.5512, -2.1533], [0.9837, 2.5331, -4.0687], [1.2689, 4.2498, -4.3919], [-1.0652, 3.9138, -5.0239], [-0.4087, 5.4750, -1.4483], [-1.0614, 3.8733, -1.1650], [1.8348, -5.8404, 2.7384], [1.7333, -4.3217, 2.7345], [0.3040, -3.8242, 2.4993], [-0.2164, -4.2145, 1.1881], [-0.6253, -4.4972, 0.1527], [1.5274, -6.2562, 1.7777], [2.8577, -6.1624, 2.9313], [1.1959, -6.2736, 3.5107], [2.3843, -3.9029, 1.9648], [2.0725, -3.9164, 3.6894], [0.2421, -2.7366, 2.5344], [-0.3689, -4.2243, 3.2612]], "mulliken_charge": [-1.152, 0.602, -0.507, -0.022, -0.722, -0.832, -0.767, -0.040, -1.377, 0.473, -0.933, -0.182, 0.269, -0.643, -0.547, 0.370, 0.295, 0.312, 0.454, 0.345, 0.417, 0.313, 0.524, 0.193, 0.102, 0.323, 0.387, 0.364, 0.527, 0.375, 0.323, 0.263, 0.336, 0.135, -1.181, -0.522, 0.203, 0.274, -0.528, 0.339, 0.354, 0.298, 0.300, 0.358, -0.231, 0.358]}

=====

(5)
{"formula": "C35H37ClN4O6PPbS3", "method": "ωB97M-V/def2-TZVPD", "e_tot_ev": -114694.873, "e_above_lowest_ev": 5.405, "multiplicity": 1, "lumo_ha": [-0.104, -0.098], "total_charge": 1, "elements": ["Pb", "C", "O", "C", "C", "O", "C", "C", "O", "C", "H", "H", "H", "H", "H", "H", "H", "H", "H", "H", "H", "H", "H", "H", "N", "C", "C", "C", "C", "C", "C", "N", "C", "C", "C", "S", "C", "N", "H", "H", "H", "H", "H", "H", "H", "Cl", "C", "C", "C", "C", "C", "C", "C", "H", "H", "H", "H", "H", "H", "O", "N", "O", "O", "S", "P", "S", "C", "C", "C", "C", "C", "C", "C", "C", "C", "C", "C", "C", "H", "H", "H", "H", "H", "H", "H", "H", "H", "H"], "xyz": [[-0.1541, 1.0688, 1.6050], [-0.3961, -2.4124, 0.5052], [-0.5997, -2.0288, 1.8663], [-1.9039, -1.8610, 2.3749], [-1.6811, -1.6710, 3.8803], [-0.8730, -0.5241, 4.0847], [-1.2887, 0.3725, 5.1060], [-2.3962, 1.2797, 4.6296], [-1.9585, 1.9808, 3.4784], [-2.8654, 3.0182, 3.1070], [-0.5150, -3.4897, 0.3715], [0.6345, -2.1527, 0.2702], [-1.0529, -1.8814, -0.1856], [-2.3428, -3.6104, 1.2451], [-3.0970, -0.2207, 2.5677], [-1.1639, -2.5438, 4.2750], [-2.6465, -1.5721, 4.3864], [-0.4082, 0.9676, 5.3498], [-1.6137, -0.1608, 6.0033], [-2.6575, 1.9774, 5.4322], [-3.3016, 0.7033, 4.3876], [-2.9263, 3.7670, 3.8992], [-3.8627, 2.6077, 2.9192], [-2.4843, 3.4778, 2.1992], [-4.1273, -1.5722, 0.5670], [-4.1671, -2.6236, 1.4210], [-5.3292, -3.3920, 1.5721], [-5.3775, -4.4212, 2.4679], [-4.2388, -4.6998, 3.3018], [-3.0788, -4.0431, 3.1544], [-2.8601, -3.0506, 2.0442], [-2.4565, -0.5887, 1.8624], [-3.1384, -0.6469, 0.6224], [-2.9610, 0.3789, -0.3513], [-3.6786, 0.6061, -1.5031], [-3.1001, 2.0028, -2.3032], [-1.9350, 2.2163, -1.0933], [-1.9587, 1.3181, -0.1458], [-4.8837, -1.4646, -0.0976], [-6.2078, -3.1270, 0.9928], [-6.2839, -4.9968, 2.5886], [-4.3289, -5.4612, 4.0657], [-2.2280, -4.3022, 3.7697], [-4.4944, 0.0387, -1.9200], [-1.2224, 3.0295, -1.1044], [2.7932, -3.1225, 1.6044], [3.3456, -1.9252, 0.4671], [3.8764, -2.3380, -0.6797], [4.4409, -1.4201, -1.6985], [4.2402, 0.1005, -1.4588], [3.5167, 0.5435, -0.1763], [3.2580, -0.5184, 0.8768], [2.9971, -0.1358, 2.1275], [3.9262, -3.4004, -0.8896], [5.4900, -1.6654, -1.8737], [5.1805, 0.6452, -1.5189], [4.0906, 1.3338, 0.3034], [3.0116, 0.9155, 2.3958], [2.7929, -0.8533, 2.9099], [1.1679, 4.9977, 1.6256], [0.8409, 3.8422, 1.6390], [-0.1750, 3.4324, 0.9569], [1.4534, 2.9603, 2.3066], [0.3677, -0.7040, -2.7863], [1.6996, 0.6882, -2.5747], [1.9555, 1.4328, -0.6140], [1.3571, 2.1591, -3.5694], [1.3141, 3.4513, -3.0556], [1.0622, 4.5205, -3.9057], [0.8655, 4.3020, -5.2604], [0.9046, 3.0111, -5.7732], [1.1429, 1.9388, -4.9310], [3.4839, 0.1949, -2.8215], [4.1696, 1.0806, -3.8188], [4.8380, 0.5812, -4.8549], [4.9345, -0.8619, -5.1066], [4.3920, -1.7471, -4.2759], [3.6552, -1.3328, -3.0443], [1.4842, 3.6333, -2.0023], [1.0267, 5.5260, -3.5071], [0.6811, 5.1399, -5.9200], [0.7443, 2.8413, -6.8296], [1.1550, 0.9286, -5.3220], [4.1383, 2.1498, -3.6400], [5.3416, 1.2510, -5.5407], [5.4716, -1.1923, -5.9862], [4.4755, -2.8121, -4.4614], [2.7030, -1.8649, -2.9857]], "mulliken_charge": [1.968, 0.076, -0.133, 0.352, -1.733, -0.357, -0.754, -0.610, -0.227, -0.884, 0.202, -0.292, 0.234, 0.141, 0.150, 0.476, 0.567, 0.417, 0.388, 0.546, 0.311, 0.351, 0.344, 0.182, 0.138, 0.369, -0.864, -0.745, -0.658, -1.223, 1.320, 0.670, -0.265, -1.186, -0.457, -0.118, -0.641, 0.960, 0.362, 0.430, 0.401, 0.437, 0.482, 0.409, 0.382, -0.187, 0.528, -1.239, 0.730, -1.626, -0.115, -0.109, -1.747, 0.487, 0.504, 0.336, 0.999, 0.488, 0.291, -0.611, 1.015, -0.620, -0.608, -0.386, 1.231, -0.114, 0.063, -0.367, -0.729, -0.515, -0.730, -0.523, 2.231, -1.210, -0.504, -0.611, -1.114, -0.516, 0.458, 0.467, 0.405, 0.433, 0.444, 0.492, 0.463, 0.410, 0.475, 0.311]}